# 1
The following is a quantum chemistry calculation of a molecular structure, C23H30NPZr, from the Open Molecules 2025 dataset.

As for the charge: +2. The energy above the lowest of the compared OMol25 structures with the same formula, charge and spin comes out at 0.00 kcal/mol. The value obtained for the HOMO-LUMO gap is 4.2 eV. Its LUMO energy is -8.2125 eV. As for the spin multiplicity: 1. The calculation puts the calculated total energy at -36377.1897 eV.

```
56
Properties=species:S:1:pos:R:3:forces:R:3:lowdin_charge:R:1
C 0.24872 -3.91080 -1.83139 0.1765 -0.0262 -0.3456 -0.02
C 1.12495 -2.82534 -1.87244 -0.1637 -0.1297 0.0808 -0.01
C 0.90002 -1.65426 -1.13199 0.4331 0.0468 -0.4134 -0.23
C -0.31801 -1.53004 -0.43304 -0.3411 -0.3327 1.2512 -0.20
C -1.23115 -2.61511 -0.47242 -0.3026 -0.6856 -0.0213 -0.36
C -0.93715 -3.81704 -1.12416 -0.4588 0.2622 0.1505 -0.02
C 1.99373 -0.61751 -1.15465 0.6046 -0.0047 0.1630 -0.12
C 2.04176 0.29923 -2.41067 -0.0915 0.1272 -0.5853 -0.17
N 0.83374 0.95641 -2.79798 0.1120 -0.1387 0.9507 -0.30
Zr -0.80576 -0.86660 1.60701 2.3656 -1.2505 -2.5104 1.49
C -2.60955 -2.50597 0.18727 -0.3462 0.5622 0.3551 -0.33
P -3.09288 -0.70922 0.26225 -0.5412 -0.9089 -0.5131 0.82
H 2.01990 -2.89631 -2.49181 -0.1140 0.0050 0.2791 0.14
H -1.67507 -4.63118 -1.10091 0.4498 0.3322 -0.1026 0.14
H 0.47323 -4.82535 -2.38516 0.0122 0.3251 0.1797 0.13
H -2.65863 -2.96404 1.19649 -0.1994 -0.1107 -0.3642 0.10
H -3.43208 -2.90620 -0.43301 0.5580 -0.4632 0.3441 0.11
H 1.99220 -0.00208 -0.25903 -0.3310 0.1378 -0.1446 0.07
H 2.97079 -1.13424 -1.10555 -0.3572 0.0662 -0.1442 0.13
H 2.77557 1.10849 -2.22975 0.0377 -0.7618 -0.1155 0.13
C -4.65745 -0.67070 1.17586 0.2469 0.1902 0.1259 -0.23
C -3.62448 -0.53442 -1.46480 0.2196 0.5596 -0.5373 -0.21
H 2.35988 -0.31861 -3.26728 0.2705 0.2194 0.2780 0.13
C -0.13882 0.28955 -3.59931 0.1182 0.0200 -0.4723 -0.08
C 0.55577 2.28063 -2.32689 0.1152 0.0678 -0.1039 -0.08
H -1.26255 0.94734 2.01382 0.3003 1.2965 0.6622 0.07
H -0.02121 0.54699 -4.66931 -0.1871 -0.2781 0.1831 0.10
H -0.03826 -0.79839 -3.46763 -0.2309 0.2896 -0.2282 0.08
H -1.14255 0.61322 -3.29796 -0.0476 -0.1944 -0.0382 0.07
H 0.57637 3.01135 -3.15647 -0.0404 -0.0002 0.3944 0.10
H -0.44509 2.31216 -1.86350 0.1354 0.2270 0.0391 0.07
H 1.31799 2.55184 -1.57503 -0.4293 0.1086 -0.3113 0.09
H -4.54096 -1.14580 -1.58530 0.4224 0.3813 0.1206 0.08
H -3.83739 0.52468 -1.68851 -0.0127 -0.4893 -0.0392 0.07
H -2.85350 -0.90488 -2.16547 -0.2611 0.2533 0.4167 0.06
H -5.37556 -1.33675 0.68422 0.0387 0.1739 0.2069 0.07
H -4.48562 -0.98215 2.21051 -0.2423 0.0389 -0.0629 0.05
H -5.01409 0.36743 1.16729 -0.1302 -0.3014 0.0638 0.07
H -1.60381 0.84566 1.34995 -1.0995 0.8992 -0.2460 0.03
C 2.12638 4.18307 3.08449 0.4617 -0.4510 0.2846 -0.02
C 0.97926 4.06595 2.28164 -0.5227 0.0816 -0.4050 -0.04
C 0.57688 2.84110 1.78988 -0.0139 0.0909 0.0086 -0.05
C 1.31645 1.67672 2.09407 0.3133 -0.3651 0.4171 -0.18
C 0.92003 0.36385 1.68996 -1.0854 -1.1653 0.8987 -0.26
C 1.58607 -0.80305 2.12338 0.7025 1.6438 0.9415 -0.19
C 2.73368 -0.65270 2.97020 -0.2448 -0.3319 -0.4220 -0.03
C 3.14419 0.59883 3.35681 0.2408 -0.0756 -0.1336 0.02
C 2.46321 1.77912 2.95305 -0.4422 -0.0103 -0.4370 -0.14
C 2.85051 3.05282 3.41475 0.1229 0.4383 0.1745 0.00
H 2.43247 5.15730 3.46748 -0.1040 -0.2907 -0.1492 0.13
H 0.39722 4.96479 2.04957 0.2345 -0.4031 0.0718 0.13
H -0.32666 2.73487 1.18240 0.4090 0.3012 0.0751 0.10
H 1.36706 -1.81302 1.73504 -0.0770 0.0352 0.0605 0.11
H 3.28090 -1.53535 3.27462 0.0365 0.0608 0.0336 0.12
H 4.03910 0.71825 3.98029 -0.4466 -0.1651 -0.1779 0.14
H 3.73025 3.11545 4.05910 -0.2737 0.0927 -0.1870 0.13
```
Forces are in eV/Å.

=====

# 2
The following is a quantum chemistry calculation of a molecular structure, C19H17O4PV, from the Open Molecules 2025 dataset.

As for the charge: +3. The value obtained for the HOMO-LUMO gap (spin up / spin down) is 6.2 / 4.2 eV. Its LUMO energy (spin up / spin down) is -12.7268 / -14.6801 eV. As for the spin multiplicity: 3. The calculation puts the calculated total energy at -63110.4813 eV.

```
42
Properties=species:S:1:pos:R:3:forces:R:3:lowdin_spin:R:1
V 0.52726 0.02796 -1.53845 -0.6507 -0.0155 -3.9577 0.85
O 0.74506 3.14281 -1.87714 -0.6318 -5.1149 -0.0454 -0.01
C 0.61520 1.98304 -1.85276 0.7546 6.7054 -0.1794 -0.01
C 0.54984 -1.86571 -1.87047 0.0057 -7.8742 -0.9383 -0.01
O 0.55401 -3.02542 -1.98489 0.0166 5.0454 0.4006 -0.01
C 2.42973 0.00098 -1.93077 6.8578 -0.3045 0.0822 0.02
O 3.58679 -0.04530 -2.01029 -4.5699 0.2126 -0.0301 0.04
C -1.38053 -0.05036 -1.95928 -6.1569 -0.6851 -0.2591 0.03
O -2.52673 -0.17465 -2.10884 4.4288 0.5448 0.3008 0.04
C 0.42216 0.71512 -4.78472 0.1508 -1.9170 1.9902 -0.01
H -0.47978 1.24274 -4.54427 -0.5166 0.3914 -0.7889 0.00
H 1.34534 1.24348 -4.63843 0.3906 0.3636 -0.8293 0.00
C 0.42244 -0.65938 -4.80106 0.1748 1.8984 1.8025 -0.01
H 1.34503 -1.19518 -4.68932 0.3976 -0.3338 -0.7776 0.00
H -0.47919 -1.19978 -4.59884 -0.5442 -0.3733 -0.7247 0.00
C 2.13783 0.84704 1.14481 -0.2437 0.3107 0.5049 0.04
P 0.49506 0.27662 0.63086 0.5102 -0.9537 1.6186 0.06
C 0.16484 -1.41411 1.27604 0.9171 0.8907 -0.6215 0.02
C 1.25634 -2.10646 1.84028 0.1234 -0.5625 0.1997 0.00
C 1.06105 -3.44650 2.21779 0.1518 0.4901 -0.0490 0.01
C -0.18668 -4.06529 1.99837 0.4008 0.2554 0.0367 0.00
C -1.23475 -3.35771 1.39706 -0.0424 0.2482 -0.0081 0.00
C -1.06707 -2.03330 1.01590 0.1094 -0.0800 0.0054 0.01
C -0.71809 1.41104 1.24479 -0.9373 0.9937 -1.9035 0.22
C -1.58181 2.19045 0.43535 0.0691 -0.3976 0.4887 0.00
C -2.31607 3.21456 1.07133 -0.1402 -0.6211 -2.4421 0.26
C -2.16884 3.44004 2.45935 0.1825 0.1517 1.4177 0.26
C -1.33291 2.60863 3.22301 0.0199 0.1121 0.4007 0.01
C -0.62001 1.58588 2.62561 -0.8942 1.2494 1.8001 0.16
H 2.94144 0.25364 0.66755 -0.4945 0.2209 0.4400 0.00
H 2.14021 0.75111 2.24243 0.6064 0.2408 -0.3280 0.00
H 2.22475 1.90237 0.82572 0.1184 -0.4046 0.3283 0.00
H 2.24075 -1.61557 1.97770 -0.7866 -0.4997 0.0187 0.00
H 1.89041 -3.99155 2.68919 -0.4827 0.1949 -0.2738 0.00
H -0.32586 -5.10973 2.28966 0.0130 0.3714 -0.0962 0.00
H -2.19251 -3.82699 1.22952 -0.0206 -0.1546 -0.0104 0.00
H -1.84380 -1.46742 0.50140 -0.0932 -0.2808 0.2731 0.00
H -1.70262 2.00017 -0.65586 0.1307 0.3728 1.2153 0.00
H -2.99844 3.83551 0.45084 0.5346 -0.3673 0.6571 0.01
H -2.72922 4.27238 2.91204 0.3158 -0.4834 -0.0535 0.01
H -1.24465 2.77215 4.28703 -0.0318 0.0703 0.0800 0.00
H 0.03401 0.93267 3.19177 -0.1430 0.0890 0.2554 0.00
```
Forces are in eV/Å.

=====

# 3
The following is a quantum chemistry calculation of a molecular structure, C5H8O, from the Open Molecules 2025 dataset.

The energy above the lowest of the compared OMol25 structures with the same formula, charge and spin comes out at 57.23 kcal/mol. The value obtained for the HOMO-LUMO gap is 10.5 eV. Its LUMO energy is 1.1550 eV. As for the spin multiplicity: 1. The calculation puts the calculated total energy at -7359.7735 eV.

```
14
Properties=species:S:1:pos:R:3:forces:R:3:lowdin_charge:R:1
C 1.11821 0.57974 0.17118 0.2232 0.1913 -0.0790 -0.15
C 1.00473 -0.96305 0.05920 0.0354 -0.1558 0.0463 -0.10
C -0.38266 -0.81100 -0.59710 0.3187 -0.4379 -0.6242 -0.28
O -1.47557 -0.90781 0.31499 -0.1648 -1.1901 0.0108 -0.07
C -1.46531 0.45395 0.57476 1.5913 2.8796 -2.5938 -0.15
C -0.26537 0.72637 -0.48965 -0.2978 -0.6445 1.3016 -0.17
H 1.19280 0.98257 1.18637 -0.0319 -0.0277 -0.1343 0.10
H 1.93502 1.00338 -0.41815 -0.0395 -0.0928 0.0527 0.10
H 0.99068 -1.52056 0.99733 -0.0328 0.0357 -0.0606 0.11
H 1.75496 -1.40707 -0.60014 -0.1102 0.0335 0.0415 0.11
H -0.58539 -1.36373 -1.51674 0.0632 0.0172 0.0563 0.14
H -1.20893 0.75521 1.57392 -0.2580 0.0438 0.5934 0.11
H -2.23195 1.05185 0.07675 -1.0281 -0.4772 0.8988 0.11
H -0.38124 1.42015 -1.33270 -0.2687 -0.1751 0.4904 0.13
```
Forces are in eV/Å.